Model w:
C9H14 | ωB97M-V with the def2-TZVPD basis set

CARTESIAN COORDINATES (ANGSTROEM)
1 C 1.79 -1.29 -1.04
2 C 0.90 -1.09 0.15
3 C -0.48 -1.16 -0.02
4 C -1.33 -0.87 1.04
5 C -0.80 -0.71 2.32
6 C 0.57 -0.66 2.49
7 C 1.42 -0.80 1.40
8 H 1.53 -2.20 -1.60
9 H 2.84 -1.42 -0.77
10 H 1.74 -0.43 -1.72
11 H -0.89 -1.63 -0.92
12 H -2.36 -0.58 0.84
13 H -1.46 -0.65 3.19
14 H 1.01 -0.36 3.43
15 H 2.49 -0.70 1.55
16 C -0.48 2.91 -2.92
17 C -1.39 2.43 -1.79
18 H -0.87 3.82 -3.37
19 H 0.50 3.19 -2.54
20 H -0.36 2.14 -3.69
21 H -0.87 1.82 -1.05
22 H -2.16 1.72 -2.10
23 H -1.82 3.29 -1.29

For the HOMO energy, the calculation gives -0.33211 hartree. Its orbital gap is 10.03 eV. As for the net charge: 0. The value obtained for the molar mass is 122.211 g mol⁻¹. The SMILES is Cc1ccccc1.CC. Its lowest unoccupied orbital energy is 1.00 eV.

Model x:
C9H14 | ωB97M-V with the def2-TZVPD basis set

CARTESIAN COORDINATES (ANGSTROEM)
1 C -0.50 0.36 -3.05
2 C -0.77 0.54 -1.60
3 C -0.24 -0.42 -0.72
4 C -0.46 -0.38 0.64
5 C -1.25 0.67 1.13
6 C -1.82 1.60 0.30
7 C -1.62 1.50 -1.08
8 H -0.73 1.22 -3.67
9 H -1.08 -0.47 -3.48
10 H 0.56 0.15 -3.23
11 H 0.25 -1.28 -1.17
12 H -0.04 -1.09 1.34
13 H -1.41 0.73 2.20
14 H -2.47 2.36 0.73
15 H -2.05 2.23 -1.77
16 C 2.68 -2.24 1.56
17 C 2.55 -0.87 2.27
18 H 1.79 -2.84 1.78
19 H 2.60 -2.10 0.49
20 H 3.55 -2.80 1.87
21 H 1.70 -0.86 2.95
22 H 2.47 -0.05 1.55
23 H 3.43 -0.63 2.87

For the HOMO energy, the calculation gives -0.33197 hartree. Its orbital gap is 10.07 eV. As for the net charge: 0. The value obtained for the molar mass is 122.211 g mol⁻¹. The SMILES is Cc1ccccc1.CC. Its lowest unoccupied orbital energy is 1.03 eV.

Model y:
C9H14 | ωB97M-V with the def2-TZVPD basis set

CARTESIAN COORDINATES (ANGSTROEM)
1 C 3.30 -1.41 2.04
2 C 2.37 -0.73 1.01
3 C 2.79 -0.60 -0.33
4 C 2.09 0.22 -1.16
5 C 0.88 0.84 -0.76
6 C 0.48 0.70 0.55
7 C 1.25 -0.08 1.42
8 H 3.29 -0.80 2.94
9 H 4.24 -1.60 1.54
10 H 2.82 -2.35 2.34
11 H 3.70 -1.09 -0.64
12 H 2.38 0.36 -2.20
13 H 0.30 1.38 -1.49
14 H -0.42 1.20 0.89
15 H 0.89 -0.08 2.44
16 C -3.59 1.23 -1.25
17 C -3.93 -0.19 -0.87
18 H -3.87 1.85 -0.41
19 H -2.54 1.27 -1.56
20 H -4.14 1.62 -2.11
21 H -5.02 -0.38 -0.76
22 H -3.82 -0.92 -1.68
23 H -3.47 -0.46 0.07

For the HOMO energy, the calculation gives -0.33124 hartree. Its orbital gap is 10.04 eV. As for the net charge: 0. The value obtained for the molar mass is 122.211 g mol⁻¹. The SMILES is Cc1ccccc1.CC. Its lowest unoccupied orbital energy is 1.03 eV.

Model z:
C9H14 | ωB97M-V with the def2-TZVPD basis set

CARTESIAN COORDINATES (ANGSTROEM)
1 C -1.91 1.67 -1.24
2 C -1.43 0.89 -0.03
3 C -1.68 -0.52 -0.05
4 C -1.36 -1.09 1.16
5 C -0.79 -0.52 2.25
6 C -0.44 0.84 2.28
7 C -0.85 1.52 1.07
8 H -2.55 2.58 -0.82
9 H -2.35 0.93 -1.94
10 H -1.10 2.07 -1.73
11 H -1.96 -1.17 -0.94
12 H -1.60 -2.13 1.14
13 H -0.86 -1.17 3.06
14 H -0.11 1.33 3.20
15 H -0.71 2.62 1.04
16 C 2.71 -0.49 -0.45
17 C 2.17 -1.46 -1.68
18 H 3.58 0.04 -0.76
19 H 2.00 0.16 -0.09
20 H 2.94 -1.05 0.43
21 H 2.22 -0.94 -2.63
22 H 1.19 -1.80 -1.44
23 H 2.88 -2.30 -1.80

For the HOMO energy, the calculation gives -0.33087 hartree. Its orbital gap is 10.01 eV. As for the net charge: 0. The value obtained for the molar mass is 122.211 g mol⁻¹. The SMILES is Cc1ccccc1.CC. Its lowest unoccupied orbital energy is 1.00 eV.

Which of the structures shown above is the most stable? The most stable is model x.